No. 1
Below is a molecular structure, C22H31ClN5O2S6SbSe4W, with properties calculated with wB97M-V/def2-TZVPD.

Results
* highest occupied orbital energy (spin up / spin down): -1.7 / -1.7 eV
* LUMO energy (spin up / spin down): 3.298 / 3.298 eV
* HOMO-LUMO gap (spin up / spin down): 5.00 / 5.00 eV

Structure (ORCA input):
```
! wB97M-V def2-TZVPD RIJCOSX def2/J DEFGRID3
* xyz -2 1
W 0.67 -0.27 -0.09
Se 3.67 -2.13 1.84
Se 2.42 -2.05 -0.02
Se 2.62 1.38 -0.90
Se 2.15 1.09 1.37
S -3.27 -1.05 -3.36
Sb -2.63 -0.27 -1.35
S -1.13 -1.86 -0.29
S -0.66 1.21 -1.38
S -4.23 0.75 -0.08
C 2.36 -3.18 -4.09
O 2.78 -1.83 -4.26
C 2.24 -0.84 -3.50
S 2.82 0.68 -3.77
S 0.99 -1.33 -2.42
H 2.95 -3.75 -4.81
H 1.30 -3.30 -4.30
H 2.56 -3.53 -3.07
C -2.42 -1.13 2.57
C -1.91 0.25 2.31
N -0.86 0.67 1.63
C -0.88 2.06 1.71
C -1.93 2.46 2.46
N -2.56 1.30 2.87
H -1.67 -1.87 2.34
H -3.29 -1.31 1.95
H -2.71 -1.21 3.63
H -0.14 2.65 1.21
H -2.29 3.44 2.71
H -3.50 1.23 3.21
C 3.53 -1.59 5.52
C 3.24 -0.55 6.62
C 3.33 0.85 5.99
C 4.35 -0.70 7.67
C 1.84 -0.78 7.30
O 1.69 -2.15 7.68
C 1.76 -0.01 8.63
C 0.37 0.17 9.27
C -0.48 1.29 8.72
C -1.79 1.07 8.31
C -2.57 2.09 7.80
C -2.04 3.37 7.71
Cl -3.01 4.66 7.06
C -0.74 3.62 8.12
C 0.03 2.59 8.62
C 0.67 -0.38 6.41
N 0.63 -1.06 5.13
C 0.65 -0.53 3.90
N 0.63 -1.49 3.00
C 0.60 -2.61 3.74
N 0.58 -2.41 5.05
H 4.56 -1.47 5.20
H 2.92 -1.46 4.63
H 3.41 -2.60 5.90
H 4.36 1.05 5.70
H 3.01 1.64 6.68
H 2.73 0.92 5.08
H 5.32 -0.69 7.16
H 4.26 -1.65 8.20
H 4.36 0.11 8.40
H 1.37 -2.64 6.90
H 2.24 0.97 8.53
H 2.37 -0.58 9.33
H 0.54 0.38 10.33
H -0.17 -0.78 9.23
H -2.20 0.07 8.36
H -3.58 1.91 7.46
H -0.34 4.62 8.03
H 1.04 2.79 8.94
H 0.67 0.69 6.21
H -0.26 -0.62 6.93
H 0.67 0.53 3.70
H 0.60 -3.60 3.31
*
```



No. 2
Below is 4 unconnected molecules or ions with the total composition C22H31F24N3O5P, with properties calculated with wB97M-V/def2-TZVPD.

Results
* highest occupied orbital energy: -11.9 eV
* LUMO energy: -5.909 eV
* HOMO-LUMO gap: 5.98 eV

Structure (ORCA input):
```
! wB97M-V def2-TZVPD RIJCOSX def2/J DEFGRID3
* xyz 1 1
C -1.51 -4.94 -0.58
C -1.23 -3.83 -1.78
O -0.83 -2.57 -1.08
C -0.21 -1.64 -2.04
C -1.39 -0.67 -2.70
O -1.76 0.46 -1.81
N -3.13 0.56 -1.80
C -3.57 -0.27 -0.61
N -3.39 0.31 0.64
N -4.14 -1.67 -0.65
P -5.52 -1.84 -1.77
C -6.56 -3.30 -1.00
C -5.00 -2.49 -3.49
H -2.39 -5.66 -0.89
H -1.85 -4.38 0.42
H -0.51 -5.54 -0.36
H -2.27 -3.60 -2.31
H -0.43 -4.20 -2.55
H 0.37 -2.21 -2.91
H 0.58 -0.96 -1.50
H -1.02 -0.17 -3.71
H -2.33 -1.33 -2.94
H -3.28 1.57 -1.49
H -2.41 0.52 0.95
H -4.21 0.45 1.30
H -3.41 -2.40 -0.77
H -6.21 -3.40 0.12
H -6.19 -4.27 -1.58
H -7.72 -3.12 -1.11
H -5.57 -3.52 -3.68
H -5.36 -1.78 -4.38
H -3.85 -2.75 -3.59
C 3.90 -0.38 -5.38
C 2.79 -1.33 -4.91
C 3.25 -2.73 -4.53
F 3.82 -3.38 -5.57
F 2.19 -3.50 -4.15
F 1.80 -1.36 -5.84
F 2.22 -0.76 -3.79
O 4.06 -0.25 -6.80
C 4.85 -1.26 -7.42
C 4.04 -2.14 -8.39
F 2.99 -2.74 -7.77
F 4.81 -3.13 -8.91
F 5.48 -1.98 -6.46
F 5.83 -0.61 -8.10
H 3.61 0.62 -5.05
H 4.86 -0.57 -4.88
H 3.96 -2.71 -3.70
H 3.65 -1.54 -9.22
C -1.82 5.66 3.88
C -2.50 4.88 5.02
C -1.57 4.01 5.85
F -0.95 3.06 5.11
F -2.26 3.35 6.82
F -3.53 4.15 4.51
F -3.08 5.80 5.85
O -1.89 5.07 2.58
C -0.90 4.08 2.31
C -1.49 2.68 2.10
F -2.20 2.27 3.18
F -0.51 1.76 1.91
F 0.05 4.12 3.27
F -0.28 4.49 1.16
H -2.38 6.60 3.78
H -0.80 5.97 4.14
H -0.81 4.61 6.35
H -2.16 2.66 1.23
C 1.70 1.41 4.94
C 2.22 1.45 6.39
C 3.26 2.54 6.67
F 4.37 2.39 5.91
F 3.67 2.48 7.97
F 2.68 0.22 6.73
F 1.14 1.68 7.20
O 2.32 0.45 4.08
C 3.54 0.88 3.48
C 4.75 0.05 3.94
F 4.91 0.10 5.29
F 5.90 0.53 3.40
F 3.70 2.21 3.68
F 3.37 0.72 2.14
H 0.65 1.08 5.00
H 1.65 2.40 4.49
H 2.84 3.53 6.50
H 4.65 -0.99 3.65
*
```



No. 3
Below is a molecular structure, C22H31F4N4OPdS2, with properties calculated with wB97M-V/def2-TZVPD.

Results
* highest occupied orbital energy (spin up / spin down): -9.9 / -11.0 eV
* LUMO energy (spin up / spin down): -1.852 / -4.467 eV
* HOMO-LUMO gap (spin up / spin down): 8.04 / 6.48 eV

Structure (ORCA input):
```
! wB97M-V def2-TZVPD RIJCOSX def2/J DEFGRID3
* xyz 1 3
Pd 0.83 -0.06 0.44
C 0.56 1.15 -2.88
C 1.85 1.62 -2.24
N 1.82 1.72 -0.76
C 1.05 2.93 -0.40
C 0.91 3.17 1.09
C 3.20 1.80 -0.26
C 3.48 1.08 1.06
N 2.79 -0.20 1.11
C 3.29 -1.21 1.87
C 2.84 -2.52 1.58
F 2.01 -2.73 0.57
C 3.27 -3.60 2.32
F 2.83 -4.81 1.99
C 4.14 -3.44 3.38
C 4.58 -2.17 3.69
F 5.39 -1.97 4.73
C 4.18 -1.07 2.95
F 4.59 0.14 3.35
H 0.67 1.17 -3.96
H -0.30 1.76 -2.62
H 0.35 0.12 -2.60
H 2.13 2.61 -2.65
H 2.66 0.94 -2.51
H 0.06 2.83 -0.84
H 1.52 3.81 -0.86
H 0.48 2.31 1.62
H 0.25 4.02 1.26
H 1.86 3.42 1.56
H 3.52 2.84 -0.14
H 3.86 1.37 -1.01
H 3.14 1.68 1.92
H 4.56 0.96 1.17
H 4.47 -4.30 3.96
C -5.19 -0.84 -5.56
C -4.18 -0.94 -4.45
C -3.24 -1.96 -4.42
C -2.32 -2.06 -3.39
C -2.35 -1.12 -2.37
C -3.26 -0.07 -2.38
C -4.17 0.01 -3.42
S -1.16 -1.23 -1.07
C -1.90 -2.53 -0.11
O -1.31 0.06 -0.25
H -4.98 -1.55 -6.36
H -5.22 0.16 -6.00
H -6.20 -1.06 -5.19
H -3.23 -2.69 -5.22
H -1.58 -2.85 -3.40
H -3.24 0.67 -1.59
H -4.89 0.82 -3.44
H -2.94 -2.25 0.11
H -1.32 -2.63 0.80
H -1.87 -3.44 -0.70
C -2.97 1.46 3.78
N -2.16 0.38 3.24
C -0.85 0.26 3.39
N -0.21 1.21 4.09
S 0.00 -1.06 2.72
H -4.00 1.31 3.49
H -2.64 2.43 3.39
H -2.92 1.47 4.87
H -2.59 -0.33 2.67
H -0.70 1.94 4.59
H 0.76 1.06 4.30
*
```



No. 4
Below is a gas-phase ion, C22H31N2O3 (charge +1), with properties calculated with wB97M-V/def2-TZVPD.

Results
* highest occupied orbital energy: -10.9 eV
* LUMO energy: -1.997 eV
* HOMO-LUMO gap: 8.85 eV
* SMILES string: COc1ccc([NH+]2CCN(C[C@H](O)COc3cc(C)ccc3C)CC2)cc1

Structure (ORCA input):
```
! wB97M-V def2-TZVPD RIJCOSX def2/J DEFGRID3
* xyz 1 1
C -5.44 -4.15 0.00
O -5.80 -2.81 0.24
C -4.87 -1.85 0.20
C -3.51 -2.05 -0.07
C -2.64 -0.98 -0.09
C -3.10 0.30 0.17
N -2.14 1.41 0.14
C -2.10 2.20 1.39
C -0.79 3.01 1.39
N -0.36 3.36 0.06
C 0.91 2.90 -0.44
C 0.95 1.50 -1.11
O 0.37 0.51 -0.28
C 2.42 1.12 -1.36
O 2.99 0.81 -0.11
C 3.66 -0.41 0.03
C 3.12 -1.60 -0.44
C 3.78 -2.80 -0.25
C 3.21 -4.09 -0.76
C 5.00 -2.79 0.42
C 5.53 -1.61 0.90
C 4.88 -0.39 0.71
C 5.45 0.89 1.23
C -1.45 3.56 -0.85
C -2.34 2.30 -1.03
C -4.44 0.52 0.44
C -5.32 -0.54 0.45
H -5.03 -4.28 -1.00
H -4.71 -4.50 0.74
H -6.36 -4.72 0.10
H -3.13 -3.04 -0.27
H -1.59 -1.15 -0.30
H -1.18 0.99 0.04
H -2.15 1.53 2.24
H -2.97 2.87 1.41
H 0.00 2.44 1.88
H -0.95 3.93 1.98
H 1.61 2.90 0.39
H 1.26 3.63 -1.18
H 0.39 1.50 -2.05
H 1.06 0.27 0.37
H 2.96 1.96 -1.81
H 2.48 0.27 -2.05
H 2.16 -1.60 -0.95
H 3.13 -4.82 0.05
H 3.86 -4.51 -1.52
H 2.22 -3.94 -1.19
H 5.53 -3.72 0.58
H 6.47 -1.62 1.42
H 5.24 1.71 0.55
H 4.99 1.13 2.19
H 6.52 0.80 1.38
H -1.06 3.88 -1.82
H -2.07 4.38 -0.46
H -2.07 1.73 -1.92
H -3.39 2.57 -1.10
H -4.81 1.51 0.64
H -6.36 -0.40 0.66
*
```



Number 1: E_tot -14043.797512 Eh. Number 2: E_tot -4134.957130 Eh. Number 3: E_tot -2474.643932 Eh. Number 4: E_tot -1191.902878 Eh.